w:
Computed, not measured: a gas-phase ion, C3H8NOS (charge +1), with ωB97M-V with the def2-TZVPD basis set.

Its spin multiplicity is 3. As for the total charge: +1. The HOMO energy (alpha / beta) comes out at -11.5 / -13.9 eV. The orbital gap (alpha / beta) is 7.63 / 8.67 eV.

Structure (XYZ):
```
14
Properties=species:S:1:pos:R:3:nbo_charge:R:1
C 1.46772 -0.73346 0.28569 -0.312
C 1.61376 0.76138 0.37866 -0.606
C -0.85858 -0.08331 0.12217 0.285
N -1.63710 0.27419 -1.11868 -0.763
O -1.51493 -1.06512 0.78836 -0.670
S 0.01667 1.22470 1.13184 0.249
H 1.76178 -1.26009 -0.61608 0.198
H 1.47174 -1.33804 1.19341 0.187
H 2.40282 1.08795 0.96745 0.259
H 1.92508 1.10689 -0.65877 0.236
H -2.36858 0.98800 -0.85443 0.450
H -2.12364 -0.59362 -1.60337 0.483
H -1.06967 0.84099 -1.74395 0.457
H -1.08707 -1.21044 1.72769 0.546
```

=====

x:
Computed, not measured: a gas-phase ion, C3H8NOS (charge +1), with ωB97M-V with the def2-TZVPD basis set.

Its spin multiplicity is 3. As for the total charge: +1. The HOMO energy (alpha / beta) comes out at -12.0 / -14.4 eV. The orbital gap (alpha / beta) is 7.76 / 6.25 eV.

Structure (XYZ):
```
14
Properties=species:S:1:pos:R:3:nbo_charge:R:1
C -2.23737 1.67340 0.05119 -0.037
C 0.01864 -0.44935 0.14054 -0.126
C 1.04821 -1.57746 0.55948 -0.665
N 0.40117 0.81705 -0.22986 -0.829
O -2.03514 1.10955 1.17754 -0.625
S -1.18154 -0.14590 1.64925 1.052
H -2.81581 2.59305 -0.05906 0.216
H -1.83864 1.24957 -0.87560 0.145
H -0.77005 -0.98391 -0.53120 0.267
H 1.82949 -1.49155 1.35634 0.265
H 1.48946 -1.99025 -0.45856 0.275
H 0.37428 -2.40440 0.87640 0.231
H 0.20369 1.28837 -1.05192 0.417
H 1.12277 1.33472 0.29768 0.414
```

=====

Q: What are the energies relative to the best structure? A: w 0.000; x 1.033, in eV.